Entry 1:
{"formula": "C17H19NO", "method": "the ωB97M-V functional and the def2-TZVPD basis", "elements": ["H", "H", "H", "C", "C", "C", "H", "C", "C", "C", "H", "O", "H", "N", "H", "H", "C", "H", "H", "H", "C", "H", "C", "H", "C", "H", "C", "C", "C", "H", "C", "H", "H", "C", "H", "C", "C", "H"], "positions_angstrom": [[2.5099, -2.7663, -0.8370], [3.3150, -2.7946, -2.1424], [3.0335, -0.3998, 0.8949], [-0.0678, 1.1995, 0.4514], [-1.1301, -1.6787, -2.6418], [-0.6058, 3.4002, 2.2274], [3.8701, 2.5294, 2.7625], [2.2279, -2.7872, -1.9347], [-1.2833, 1.8221, 0.4963], [-2.8900, -2.4405, -1.2369], [1.9356, 3.7994, 3.6961], [-4.1423, -2.9210, -1.1629], [-3.0883, -1.8727, -3.2353], [1.9424, 3.2968, 2.7716], [1.2217, -1.3388, -3.2872], [-2.6646, 3.3718, 1.3481], [-0.1014, -2.0287, -1.6929], [-4.4544, -2.6671, -0.2901], [4.4359, 0.8019, 0.8105], [1.8463, -3.7137, -2.1141], [3.3736, 0.6308, 0.5822], [3.2484, 0.5922, -0.5146], [2.4070, 1.5902, 1.2380], [-2.3195, -2.9171, 0.6966], [-1.9264, -2.6056, -0.1825], [-0.8867, 4.1589, 2.8618], [1.2627, -1.7065, -2.2014], [2.9018, 2.4288, 2.2646], [-1.5119, 2.9261, 1.3294], [-0.7701, -1.0619, -3.4065], [0.7412, 2.9229, 2.0122], [0.1703, -2.7214, 0.2971], [0.1783, 0.3737, -0.2652], [-0.5731, -2.4425, -0.4259], [-2.2189, 1.4969, 0.0428], [-2.3933, -1.9130, -2.4260], [1.0072, 1.7350, 1.1699], [1.5495, -0.8988, -1.5909]], "atomic_forces_ev_per_a": [[-1.2, -0.2, -0.4], [-0.6, 0.7, -1.6], [0.8, 0.7, -0.2], [1.2, -0.9, -1.5], [4.8, 0.1, 2.2], [2.9, -1.4, -2.3], [-0.1, -0.4, -0.8], [3.3, 0.7, 3.1], [-1.2, 0.3, 0.4], [3.7, -0.1, 0.7], [0.1, -1.0, -1.8], [-0.8, 0.5, 0.3], [-0.6, 0.6, -0.5], [-2.5, -1.3, -1.6], [0.0, -0.7, 1.6], [3.2, -1.2, 0.0], [-3.1, 0.6, -1.1], [-0.5, -0.3, 0.2], [-0.6, 0.0, 0.1], [-1.0, -2.7, -0.7], [-1.5, -1.4, -0.4], [0.2, 0.3, 0.3], [3.2, 0.5, 2.3], [-0.7, -1.1, 2.9], [-0.9, 0.9, -3.8], [-0.2, 1.6, 1.5], [0.1, 0.6, -1.1], [-0.5, 0.1, -0.1], [-3.9, 0.6, 0.3], [0.1, 0.2, -1.7], [-0.6, -0.5, 2.3], [0.0, 0.0, 0.6], [-0.7, 0.6, 0.8], [1.1, 0.1, -1.5], [0.7, -0.5, -0.6], [-4.6, -1.4, 0.4], [-0.5, 3.7, 1.3], [0.8, 1.6, 0.4]], "gap_ha": 0.3084, "smiles": "Cc1c[nH]c2ccccc12.CCc1ccc(O)cc1"}

Entry 2:
{"formula": "C19H52F6O17PS7", "method": "the ωB97M-V functional and the def2-TZVPD basis", "elements": ["C", "C", "O", "F", "O", "O", "H", "H", "H", "H", "H", "H", "H", "O", "C", "F", "S", "S", "H", "H", "P", "C", "O", "C", "H", "F", "H", "H", "H", "C", "O", "H", "H", "H", "H", "H", "H", "F", "H", "C", "H", "H", "C", "H", "H", "H", "C", "O", "C", "H", "H", "H", "O", "H", "H", "H", "S", "H", "O", "H", "H", "F", "H", "C", "S", "O", "H", "O", "H", "H", "C", "H", "H", "H", "H", "C", "H", "O", "H", "O", "C", "H", "H", "H", "C", "H", "H", "S", "C", "C", "H", "C", "O", "H", "H", "C", "O", "F", "O", "S", "O", "S"], "positions_angstrom": [[1.3003, 4.8726, 2.8952], [-3.4924, 0.7192, -0.1759], [0.6134, 1.3591, 3.7829], [-0.0224, -2.1088, -1.4557], [-1.9750, 3.1481, 0.8655], [-1.1835, 1.2703, 5.4246], [7.2372, -2.4201, -0.2368], [-1.7119, 3.4312, 7.0427], [6.0889, 3.8536, -1.9239], [-1.7024, -5.3356, -0.3025], [2.7204, 0.5365, -3.0341], [-0.4152, 3.6028, 2.7004], [0.7421, 5.7216, 3.2983], [6.8741, 1.5310, -4.2153], [-3.7330, -3.4306, 1.8180], [0.2394, 0.2332, 0.7556], [-1.1459, 3.9720, 0.0395], [-4.1948, 1.5710, -1.5419], [4.2217, 3.2034, -3.2941], [-2.8670, -4.2890, -4.5566], [0.0747, -0.9170, -0.3748], [-2.5099, -3.9286, -3.5903], [-2.8143, -3.4700, 2.9284], [-1.6680, 0.1798, 3.1293], [7.8499, 3.5967, -1.8915], [-0.8013, 0.0877, -1.2690], [-1.9125, -0.1696, -2.6085], [-5.0852, -2.4237, 3.1187], [2.0444, 2.1777, -3.2770], [-0.0343, 2.9695, -0.8878], [-0.1316, 4.7429, 0.9858], [-4.2731, 0.0399, 0.1543], [0.0227, -3.3359, 2.8991], [-2.6223, 0.1807, -0.5414], [-2.0710, 1.5209, -3.1371], [7.0257, 4.0265, -3.4298], [-1.5080, 0.2062, -5.0601], [-1.2658, -1.4480, 0.3609], [-0.8039, -3.5556, 1.3183], [-0.4430, -4.0445, 2.2153], [-2.5831, 0.1579, 3.7240], [0.8278, 3.5994, -1.1067], [-4.7193, -2.3310, 2.0900], [4.0755, -0.8906, -1.4106], [-1.5565, -0.8008, 2.6775], [2.0852, 5.3122, 2.2799], [-1.7010, -4.7383, -1.2084], [-2.1340, -6.4737, -3.1741], [-2.5091, 0.5237, -3.2020], [-3.2321, 1.4343, 0.5984], [0.2435, 2.1053, -0.2968], [-3.1401, -3.0881, -3.2947], [-1.7500, 4.9351, -0.8031], [0.2966, -4.8190, 2.0215], [1.7045, 4.2833, 3.7176], [-1.4593, -3.6610, -3.6639], [4.9884, -3.0149, -0.7766], [-4.2100, -4.3946, 1.6687], [7.4426, 1.0246, -1.8693], [-2.4203, 2.4819, 4.2304], [-0.5391, 2.7670, -1.8287], [1.4293, -0.4071, -1.1010], [0.9834, 3.1493, 1.6796], [3.9653, -1.9239, -1.7453], [6.7140, 1.7756, -2.8199], [-1.5814, -4.8481, 4.4525], [-3.0011, 2.2612, 6.7819], [-3.5248, 2.8129, -1.7637], [-0.9267, 3.2164, 4.7769], [-2.0741, -3.7219, -1.0308], [2.8517, 1.5933, -2.8339], [-3.1741, -3.1699, 0.9117], [-5.5871, -2.4296, 1.4384], [4.3920, 1.8221, -4.3442], [-1.7539, 0.9636, 2.3803], [6.9474, 3.4965, -2.4853], [-3.1346, 3.8764, 6.0782], [-3.8676, 0.5788, -2.7341], [-2.8122, -0.9409, -4.7662], [-2.3686, -5.8218, 2.3006], [0.3998, 3.9748, 2.0901], [6.8546, -2.3043, -1.9891], [-4.2836, -1.3364, 2.0108], [4.2830, -2.0043, -2.7859], [-2.4407, 3.0724, 6.3163], [-3.2244, 0.7048, -5.2375], [2.7938, 1.7830, -1.7606], [-1.8287, -4.7303, 3.0615], [4.2001, 2.1078, -3.3094], [6.5180, -2.0805, -0.9754], [-0.6985, -4.5633, -1.5972], [-2.5190, 0.1066, -4.6655], [5.1680, -4.2493, -1.5890], [2.9203, -2.1968, -1.6192], [6.3399, -1.0103, -0.9053], [-1.7377, 2.5514, 5.0834], [-0.0266, -0.7414, 4.9111], [1.0136, -1.8940, 0.5265], [5.1937, 1.5509, -2.4335], [-0.3832, 0.4756, 4.2932], [-5.6044, 1.5398, -1.4084], [-2.7929, -5.3289, -2.4941]], "atomic_forces_ev_per_a": [[-0.3, 0.4, 0.0], [-0.2, -0.2, -0.1], [0.2, 0.2, -0.3], [-0.7, 0.2, -0.4], [0.0, -0.2, 0.4], [-0.2, 0.0, 0.0], [0.1, 0.0, 0.0], [0.0, 0.0, 0.0], [0.0, 0.1, 0.1], [-0.2, -0.2, -0.1], [-0.1, -0.1, 0.0], [-0.1, -0.2, -0.1], [-0.1, -0.1, 0.1], [0.1, 0.1, -0.3], [0.4, 0.5, -0.6], [-0.2, 0.1, -0.1], [0.1, -0.2, 0.1], [0.5, -0.1, 0.3], [0.2, 0.0, 0.3], [0.1, 0.1, 0.0], [2.2, -0.8, 0.9], [-0.6, 0.0, -0.3], [-0.3, -0.4, 0.2], [-0.7, 0.0, 0.0], [0.1, 0.0, 0.0], [0.7, -0.1, 0.3], [-0.7, 0.2, -0.5], [0.0, 0.0, -0.1], [0.0, -0.1, -0.2], [0.1, 0.6, -0.2], [-0.2, 0.3, 0.1], [0.1, -0.1, 0.0], [-0.2, 0.2, -0.1], [-0.2, 0.1, 0.4], [-0.1, 0.0, 0.2], [0.0, 0.0, 0.0], [0.0, 0.1, -0.1], [-0.2, -0.1, 0.0], [0.2, 0.0, -0.1], [0.4, -0.2, 0.6], [0.0, -0.1, 0.0], [0.0, 0.0, 0.0], [-0.5, 0.0, 0.8], [0.0, -0.1, 0.1], [0.3, 0.1, -0.1], [0.2, -0.3, 0.0], [0.0, 1.0, -0.1], [-0.1, -0.3, 0.0], [0.3, 0.0, -1.1], [0.0, 0.0, -0.1], [-0.1, -0.2, -0.2], [0.2, 0.1, 0.1], [0.1, 0.7, -0.2], [-0.2, -0.1, -0.2], [0.2, 0.1, 0.0], [0.1, 0.0, 0.2], [0.1, 0.1, 0.2], [0.0, -0.1, 0.2], [0.5, -0.4, 0.6], [0.0, -0.3, 0.1], [-0.1, -0.4, 0.1], [-0.3, 0.5, -0.2], [-0.2, -0.2, 0.1], [-0.2, 0.4, -0.2], [-0.5, 0.1, -0.2], [0.2, -0.3, 0.4], [-0.1, 0.0, 0.0], [0.2, 0.1, -0.2], [0.0, 0.0, 0.1], [0.0, -0.2, 0.4], [0.4, 0.7, 0.3], [0.1, -0.2, 0.1], [0.1, 0.2, -0.2], [0.2, -0.2, 0.1], [0.3, 0.0, 0.0], [-0.1, 0.2, -0.1], [0.1, 0.1, -0.1], [-0.2, -0.1, -0.1], [0.0, 0.0, 0.0], [0.0, 0.0, 0.1], [0.5, 0.1, -0.1], [0.1, 0.0, 0.1], [0.1, 0.0, -0.2], [0.0, -0.1, 0.0], [0.1, -0.2, 0.2], [0.1, 0.2, -0.1], [-0.1, -0.3, 0.0], [-0.2, 0.7, -0.8], [-0.9, 0.0, -0.6], [-0.2, 0.0, -0.4], [0.1, -0.4, -0.1], [-0.2, -0.3, 0.4], [0.0, -0.2, 0.0], [0.1, -0.2, -0.1], [0.0, 0.0, 0.2], [0.1, 0.4, -0.1], [0.3, -0.9, 0.4], [-0.5, 0.0, 0.3], [0.2, 0.1, 0.0], [-0.4, 0.7, 0.0], [-1.0, 0.1, -0.1], [0.5, -0.1, -0.1]], "gap_ha": 0.3058, "total_charge": -1}

Entry 3:
{"formula": "C10H8N2O", "method": "the ωB97M-V functional and the def2-TZVPD basis", "elements": ["H", "N", "C", "C", "H", "C", "C", "N", "H", "C", "O", "C", "C", "H", "C", "H", "H", "H", "C", "C", "H"], "positions_angstrom": [[2.3519, 0.3643, 0.0737], [0.5604, -0.1729, -1.0355], [-1.3201, 0.0206, 2.1157], [-0.4391, 0.1546, -0.0969], [1.6458, -1.4884, 1.1569], [1.5338, -0.6142, -2.8443], [1.8666, 0.0175, -0.8055], [0.3422, -0.5903, -2.2521], [-1.2357, -0.4136, 3.1191], [-2.3241, 0.9308, 1.7267], [0.4460, -2.2885, 2.5222], [2.5582, -0.2702, -1.9841], [-2.3449, 1.4938, 0.4934], [-1.4379, 1.3787, -1.4983], [0.6729, -1.4574, 1.6641], [1.4722, -0.9304, -3.8919], [-3.0758, 1.2320, 2.5233], [3.6420, -0.2408, -2.0566], [-0.3458, -0.3991, 1.2275], [-1.4218, 1.0743, -0.4314], [-3.1468, 2.1992, 0.2739]], "atomic_forces_ev_per_a": [[-0.4, 0.3, 0.8], [0.8, 0.3, 1.5], [-0.1, -0.2, 0.2], [0.0, -0.4, 1.6], [-0.1, 0.1, -0.1], [-1.3, -1.0, -1.7], [1.9, 0.0, -1.2], [-0.6, 0.1, -1.5], [-0.5, 0.3, -0.3], [-0.3, -0.4, 3.3], [-0.1, 1.0, -0.6], [0.0, 0.4, 1.5], [-1.0, 0.2, -0.4], [0.0, 0.0, 0.9], [-0.7, -0.4, 0.3], [0.6, 0.2, 0.5], [1.0, -0.4, -1.2], [-0.4, 0.0, -0.4], [-0.1, 0.3, -1.1], [0.8, -0.4, -1.9], [0.4, -0.1, -0.3]], "gap_ha": 0.3373, "smiles": "O=Cc1ccccc1-n1cccn1"}

Entry 4:
{"formula": "C2H6AlO", "method": "the ωB97M-V functional and the def2-TZVPD basis", "elements": ["C", "H", "C", "H", "O", "H", "H", "H", "Al", "H"], "positions_angstrom": [[0.5050, -0.2987, 1.0435], [-0.2059, -1.6106, -0.4602], [-0.3943, -0.5802, -0.1589], [0.4150, -0.9791, 1.8903], [-0.1502, 0.3013, -1.2402], [0.3362, 0.7086, 1.4242], [1.5132, -0.1909, 0.6435], [0.6496, 0.0010, -1.6780], [-1.2152, 3.0822, -1.5171], [-1.4534, -0.4337, 0.0531]], "atomic_forces_ev_per_a": [[3.7, -1.8, 1.2], [1.7, -2.1, -0.2], [-4.6, 6.0, -1.7], [0.0, -0.7, -0.4], [-1.7, -2.7, 1.8], [-1.6, 1.5, -0.4], [0.7, -0.6, 0.7], [1.9, 0.2, -0.9], [-0.1, 0.6, -0.2], [0.0, -0.4, 0.2]], "gap_ha": 0.1573, "total_charge": 3}

Per-record relative energy (zero: lowest compared OMol25 entry of this formula, charge and spin), kcal per mole: 98.70 0.00 24.51 56.53
Per-record maximum force, eV Å⁻¹: 5.3 2.5 3.3 7.8